No. 1
Density functional theory data (wB97M-V/def2-TZVPD) for a cluster of 2 separate species, C2H5BrSi in total.

Output
Expectation value of S²: 2.026
ΔE to the lowest compared entry with this formula, charge and spin (kJ/mol): 418.4
HOMO level (alpha / beta) (eV): -8.1279 / -9.1365
Spin multiplicity: 3

XYZ file:
```
9
Properties=species:S:1:pos:R:3:forces:R:3
C 0.5842 1.9621 -1.0628 -2.8 -0.3 5.2
C -0.0037 0.2795 0.4788 1.0 1.5 -0.6
Si -0.2304 -1.6044 0.2756 1.9 0.9 -0.1
Br 0.1797 0.9682 2.2258 0.0 0.0 -0.6
H -0.1245 2.7820 -0.5864 1.9 -1.4 -1.0
H 0.2662 1.6172 -1.9838 -0.2 -0.7 -2.1
H -0.8239 -2.3564 1.4171 -0.1 0.4 -0.2
H -1.1027 -1.4702 -0.8901 0.0 -0.8 -0.4
H 1.2550 -2.1780 0.1259 -1.7 0.4 -0.2
```
Forces are in eV/Å.



No. 2
Density functional theory data (wB97M-V/def2-TZVPD) for a cluster of 2 separate species, C4H14NO in total.

Output
Total charge: +1
ΔE to the lowest compared entry with this formula, charge and spin (kJ/mol): 222.6
HOMO level (eV): -15.5591
Spin multiplicity: 1

XYZ file:
```
20
Properties=species:S:1:pos:R:3:forces:R:3
C 0.4475 0.5014 2.1145 -0.8 1.1 3.3
C 0.1203 0.3268 0.6623 4.5 -3.6 -0.7
C 1.4386 0.2442 -0.2981 2.0 -1.3 2.3
C 1.1459 0.1833 -1.7575 -4.1 -0.2 -1.0
N -0.5594 -1.0813 0.5175 1.3 2.1 0.5
H 1.3425 1.1087 2.3626 -0.6 -0.1 -0.7
H 0.5653 -0.3494 2.8683 0.2 0.0 -2.0
H -0.4139 0.9641 2.6763 0.7 0.2 -0.8
H -0.3924 1.0167 0.0940 -2.1 1.6 -0.1
H 2.0659 1.1109 -0.0949 -0.4 0.5 0.1
H 2.2062 -0.5632 0.0741 -1.7 0.9 -0.6
H 1.8167 0.2236 -2.5639 2.1 0.8 -0.2
H 0.6800 -0.7701 -2.1466 -0.3 0.5 1.0
H 0.3651 1.0096 -1.9711 1.1 -1.2 0.0
H 0.0437 -1.6054 -0.1160 -0.3 -0.7 0.5
H -0.7955 -1.4250 1.4447 0.6 -0.7 -0.2
H -1.4071 -0.8502 0.0834 -2.2 0.0 -1.5
H -2.5817 0.6353 -1.4526 1.3 9.3 -5.7
H -3.3830 -0.6089 -1.4605 0.1 0.3 0.0
O -2.7045 -0.0713 -1.0365 -1.4 -9.7 5.8
```
Forces are in eV/Å.



No. 3
Density functional theory data (wB97M-V/def2-TZVPD) for a structure of composition C16H25N2Ni2O9.

Output
Expectation value of S²: 6.013
Total charge: +1
HOMO level (alpha / beta) (eV): -10.1287 / -10.0039
Spin multiplicity: 5

XYZ file:
```
54
Properties=species:S:1:pos:R:3:forces:R:3
C -1.5121 1.6027 -0.8812 0.3 1.4 0.0
C -0.1947 1.2887 -0.1656 -0.5 -1.6 0.4
C 0.5059 0.0436 -0.7829 0.4 0.3 1.5
C 1.3046 0.2420 -2.0320 0.9 -0.7 -0.1
C 2.3809 1.3043 -1.8356 -1.2 0.1 0.4
C 1.7191 2.6675 -1.4191 1.7 -0.6 -0.9
N 0.7562 2.4868 -0.2478 -2.1 3.6 -0.5
O 0.4780 3.5182 0.3648 1.1 -3.8 -1.3
C 0.8853 3.2708 -2.5781 -0.5 0.4 -0.7
C 2.8520 3.5863 -0.9617 0.2 0.2 0.3
C -0.4628 1.0859 1.3116 0.2 0.5 1.2
H -2.2577 0.8299 -0.7076 0.4 -0.3 -0.1
H -1.3399 1.7701 -1.9418 -0.4 -0.2 0.0
H -1.9320 2.4991 -0.4210 0.0 0.2 -0.2
H -0.0605 -0.8834 -0.8787 -1.1 0.6 -0.1
H 1.1506 -0.3102 0.0300 0.6 0.2 -0.2
H 0.7283 0.3611 -2.9493 -0.2 0.2 0.1
H 1.7863 -0.7369 -2.0927 0.3 0.1 -0.6
H 2.9878 1.4367 -2.7301 -0.2 0.3 -0.1
H 3.0698 0.9696 -1.0583 0.0 0.1 0.2
H 0.2735 2.6323 -3.2181 0.0 -0.7 0.7
H 1.5261 3.6785 -3.3625 0.6 0.2 0.6
H 0.2096 4.0711 -2.2759 0.3 0.1 0.3
H 3.6926 3.5894 -1.6559 -0.4 -0.2 -0.4
H 3.2982 3.1597 -0.0620 -0.2 0.2 0.3
H 2.5828 4.6304 -0.8145 -0.2 -0.1 0.2
H -1.1584 0.2758 1.5439 0.4 -0.3 -0.5
H -0.9046 1.9412 1.8265 -0.1 0.3 -0.5
H 0.4777 0.9476 1.8466 -0.1 -0.5 0.0
Ni -3.1127 -2.0469 1.9785 3.7 -1.5 -0.4
Ni -1.1700 -3.7743 0.5133 -0.2 1.4 1.7
C 0.3222 -0.7804 4.1986 -3.1 -1.3 -2.1
C 1.6631 -0.7671 4.5742 1.3 2.3 1.0
C 2.6160 -1.6359 3.7755 3.2 -1.0 1.0
O 3.8270 -1.7278 4.0159 -1.2 1.1 0.4
C 2.1515 -2.4965 2.7615 -3.2 -0.8 -2.4
C 0.8345 -2.5058 2.3498 0.0 2.2 2.6
C -0.2027 -1.5806 3.1775 3.3 -0.7 1.0
O -1.4453 -1.7800 3.0207 -3.0 0.2 -0.8
O 0.3670 -3.2145 1.3932 -0.7 -1.5 -1.7
O 2.0391 0.0467 5.4262 0.3 -1.3 -0.7
H -0.4034 -0.2063 4.7590 0.1 0.1 0.2
H 2.7894 -3.1704 2.2074 0.5 0.2 0.3
O -2.0898 -2.0437 0.2194 -1.1 0.3 0.1
H -1.9518 -1.2558 -0.3184 0.2 -0.3 0.1
O -2.7175 -4.0519 1.7037 -0.9 1.1 0.3
H -3.5695 -4.5066 1.7120 0.5 -0.5 -0.4
C -3.0654 -2.6720 -2.6543 -0.4 -0.7 0.7
N -3.5081 -1.2912 -2.9248 0.2 0.6 -0.3
O -4.6974 -1.0548 -2.9959 0.7 -0.4 0.1
O -2.6201 -0.4686 -3.0732 0.0 0.3 0.1
H -3.6960 -2.9735 -1.8199 -0.3 -0.6 -0.5
H -2.0533 -2.7657 -2.2704 0.1 0.8 -0.4
H -3.1496 -3.2352 -3.5809 -0.4 -0.1 0.2
```
Forces are in eV/Å.



No. 4
Density functional theory data (wB97M-V/def2-TZVPD) for a structure of composition C9H18AlNO.

Output
Total charge: +2
ΔE to the lowest compared entry with this formula, charge and spin (kJ/mol): 269.9
HOMO level (eV): -17.9195
Spin multiplicity: 1

XYZ file:
```
30
Properties=species:S:1:pos:R:3:forces:R:3
Al 0.6859 -2.7473 2.2975 0.2 -0.9 0.8
C 2.5968 -0.7763 0.2992 -1.9 -2.3 0.6
C 1.2812 0.0420 0.1026 2.1 -0.5 -1.2
C 1.2189 0.1901 -1.4243 -2.4 -0.1 -0.7
C -0.1553 0.8226 -1.8143 1.2 0.5 -0.1
C -1.2598 -0.0646 -1.3062 -0.4 -0.2 0.3
C -1.3292 -0.2515 0.2773 0.2 0.0 -4.4
N 0.0478 -0.6579 0.5960 -0.1 3.3 7.0
O 0.1573 -0.9748 2.0144 -0.3 0.2 -5.8
C -2.3159 -1.3557 0.4021 -0.5 -1.9 2.8
C -1.7971 1.1449 0.7600 0.4 0.5 2.0
C 1.5411 1.4050 0.7764 -0.5 1.1 1.3
H 3.4588 -0.4421 -0.2782 -0.3 0.5 0.4
H 2.3361 -1.7472 -0.1221 0.3 -0.3 -0.5
H 2.8001 -1.0728 1.3282 0.6 0.9 0.3
H 1.1706 -0.7892 -1.9005 0.5 -0.3 0.2
H 2.1214 0.6802 -1.7895 -0.3 0.3 0.1
H -0.2776 0.9267 -2.8924 0.2 -0.1 0.0
H -0.1276 1.8400 -1.4242 -0.6 0.1 0.0
H -1.1787 -1.0630 -1.7361 0.2 -0.1 -0.1
H -2.2889 0.2237 -1.5206 0.3 0.5 -0.4
H -3.3195 -1.2173 -0.0002 0.5 0.3 -1.0
H -2.6336 -1.6040 1.4147 0.3 0.5 0.7
H -1.8438 -2.3045 0.1472 -0.3 0.0 -0.9
H -1.3711 2.0446 0.3159 0.5 -0.5 0.0
H -1.6079 1.0973 1.8324 0.1 0.5 0.3
H -2.8694 1.3203 0.6726 -0.1 -0.9 -0.4
H 0.9046 2.2236 0.4403 0.3 -0.2 -0.7
H 2.6111 1.5868 0.6760 -0.1 0.2 -0.7
H 1.4438 1.5203 1.8559 -0.3 -1.0 0.3
```
Forces are in eV/Å.



No. 5
Density functional theory data (wB97M-V/def2-TZVPD) for a structure of composition C15H27N5O5Tl.

Output
Total charge: -1
ΔE to the lowest compared entry with this formula, charge and spin (kJ/mol): 76.2
HOMO level (eV): -4.4474
Spin multiplicity: 1

XYZ file:
```
53
Properties=species:S:1:pos:R:3:forces:R:3
Tl 1.1669 -0.0626 -1.3749 -0.4 0.1 0.0
O -1.5258 0.6794 -0.4776 0.0 -0.1 -0.3
C -2.2643 -0.5376 -0.4980 -1.2 1.0 2.1
C -2.1982 -1.2321 -1.7864 0.2 -2.1 -1.2
N -0.9174 -1.8879 -2.0533 0.8 -0.7 1.1
C -0.7663 -2.2180 -3.4470 0.5 -1.0 -0.7
C -0.5579 -0.9439 -4.3053 0.6 -0.2 -1.8
O -0.7580 -0.9423 -5.5479 -0.1 -0.3 2.1
O -0.0200 0.0035 -3.6423 -0.3 0.1 -0.2
C -0.5401 -3.0398 -1.1806 0.5 0.3 -0.9
C -0.0366 -2.7251 0.2419 -0.4 0.6 0.7
O -0.1469 -3.6262 1.0947 0.3 0.8 -1.2
O 0.3584 -1.5090 0.4430 0.2 -1.3 -0.3
H -1.6731 1.2654 -1.2713 0.3 -0.6 0.6
H -1.9048 -1.1260 0.3930 -0.4 0.5 -1.1
H -3.3651 -0.3281 -0.3197 1.0 0.0 0.0
H -2.9849 -2.0468 -1.8193 0.3 0.8 -0.1
H -2.3432 -0.5212 -2.6184 -0.3 -0.2 0.4
H 0.1713 -2.8564 -3.5317 -0.9 0.9 -0.2
H -1.5711 -2.8899 -3.8431 0.2 0.6 0.1
H -1.3034 -3.8009 -1.0115 -0.4 0.0 -0.4
H 0.2774 -3.5232 -1.7712 -0.5 0.1 0.9
C 1.8946 -0.6930 5.1550 0.6 0.1 -0.1
C 1.5706 -1.2749 3.7511 -1.3 -1.3 2.5
C 2.8193 -1.2562 2.9847 1.4 0.5 -2.0
C 1.0770 -2.7705 3.8118 -0.2 0.9 -0.3
N 0.4786 -0.6027 3.1292 -1.6 -0.4 -0.2
N 0.6685 0.7864 3.1355 -0.1 3.1 -1.8
H 2.8288 -1.1979 5.5418 -1.0 0.5 -0.2
H 1.0824 -0.7822 5.8837 0.0 -0.2 -0.1
H 2.1152 0.3917 5.0474 0.1 -0.7 0.1
H 3.4712 -2.0065 3.4382 0.4 0.2 -0.4
H 3.3022 -0.2500 2.9816 -0.3 -0.7 0.1
H 2.5846 -1.5086 1.9131 0.5 0.0 0.9
H 1.9467 -3.3322 4.1535 -0.2 -0.5 0.0
H 0.8041 -2.9964 2.7493 0.3 -0.4 1.1
H 0.1653 -2.9799 4.4484 1.1 0.6 -0.5
H 0.5010 -0.9088 2.1421 -0.4 0.2 0.4
H -0.0100 1.2750 2.4799 1.0 -1.3 0.9
H 0.4600 1.1996 4.0312 -0.3 -0.4 0.4
N -0.0860 2.6449 -3.9921 -1.5 -1.6 2.7
C -0.3384 3.3804 -2.8582 1.1 1.7 -1.4
C 0.1247 4.7488 -2.8922 0.1 0.4 1.4
C -0.1320 5.5497 -1.7501 -0.2 -2.2 -1.7
C -0.7923 4.9729 -0.6490 -0.2 0.0 0.2
C -1.1757 3.6426 -0.6867 1.3 0.2 -0.8
N -0.9371 2.9004 -1.7798 -0.5 -1.0 -0.2
H 0.2338 3.1242 -4.7752 0.6 0.7 -1.2
H -0.2241 1.5868 -4.0011 0.4 1.1 -0.1
H 0.7923 5.0551 -3.7394 -1.0 0.0 0.9
H 0.1431 6.5758 -1.7523 0.4 0.7 0.2
H -0.9494 5.5396 0.2521 -0.1 0.2 0.1
H -1.5157 3.0548 0.1733 -0.2 0.5 -0.3
```
Forces are in eV/Å.



- Number 5 is which compound?
  C15H27N5O5Tl



- The highest spin multiplicity belongs to which entry?
  C16H25N2Ni2O9



- Look up the spin multiplicity of the third one.
  5